Record 1
{"formula": "C5H15NO", "method": "ωB97M-V/def2-TZVPD", "symbols": ["C", "N", "C", "C", "C", "C", "H", "H", "H", "H", "H", "H", "H", "H", "H", "H", "H", "H", "H", "H", "H", "O"], "coordinates": [[0.59754, 0.98405, 0.73627], [0.28643, -0.42244, 0.38124], [1.53763, -0.81752, -0.26523], [2.76157, -0.82753, 0.69523], [-0.91930, -0.49977, -0.44232], [-0.56796, 1.91540, 1.24613], [1.34234, 1.01338, 1.50787], [0.89975, 1.48438, -0.13057], [1.45503, -1.82778, -0.65711], [1.44879, -0.00787, -1.11280], [3.42695, 0.07710, 0.70134], [3.43185, -1.59245, 0.35540], [2.55090, -1.11742, 1.70000], [-1.77451, -0.69416, 0.22971], [-1.33459, 0.27024, -1.13020], [-0.88102, -1.50527, -0.84494], [-0.59058, 2.84430, 0.68983], [-0.37709, 2.07613, 2.31316], [-1.57536, 1.45041, 1.06751], [-4.01052, -0.57365, -1.71892], [-3.48079, -1.02839, -2.95967], [-4.22708, -1.20116, -2.36194]], "atomic_forces_ev_per_a": [[-2.8, 1.2, 3.2], [0.3, 4.3, -2.5], [0.4, -0.8, -0.1], [1.0, 1.3, -1.4], [-1.6, -2.9, 1.4], [-0.5, -1.7, 0.0], [0.6, -0.2, -0.1], [1.0, 0.2, -1.4], [-0.3, 0.1, -0.4], [1.1, -1.9, 1.0], [-1.1, -0.5, 0.0], [0.2, -0.5, -0.4], [-0.7, 0.0, 0.7], [0.2, 0.5, 0.3], [1.4, 0.1, 0.5], [0.1, 0.1, -1.1], [0.3, 0.2, 0.1], [-0.6, 0.2, -0.3], [0.9, 0.4, 0.5], [-0.2, 1.6, 2.1], [-0.5, -0.5, -0.4], [0.7, -1.0, -1.7]], "charge": 1, "spin_multiplicity": 2, "lumo_ha": [-0.1074, -0.2953]}


Record 2
{"formula": "C5H15NO2", "method": "ωB97M-V/def2-TZVPD", "symbols": ["C", "O", "C", "C", "C", "C", "N", "H", "H", "H", "H", "H", "H", "H", "H", "H", "H", "H", "H", "H", "H", "H", "O"], "coordinates": [[-1.46376, -1.62844, 0.29229], [-0.94573, -2.76229, 0.92892], [-1.34278, -0.43859, 1.17164], [0.00393, 0.08703, 1.45229], [0.95631, 0.15524, 0.29585], [0.96633, 2.47565, -0.55294], [0.55388, 1.06296, -0.76905], [-0.93188, -1.40739, -0.66134], [-2.54108, -1.86201, 0.08781], [0.06337, -2.63831, 0.85570], [-1.75163, -0.76605, 2.23849], [-2.00940, 0.33496, 0.75662], [-0.06317, 0.82572, 2.18323], [0.49898, -0.71701, 1.93233], [1.96885, 0.19696, 0.43211], [0.78998, -0.83461, -0.14427], [0.65986, 2.84167, 0.43659], [2.04510, 2.68415, -0.72054], [0.40173, 3.08344, -1.19982], [-0.56755, 1.06531, -0.77449], [0.68479, -1.29747, -2.55673], [0.85273, 0.10769, -2.61531], [1.17114, -0.56864, -3.06939]], "atomic_forces_ev_per_a": [[-1.0, -0.2, -0.9], [3.1, -0.3, -0.4], [-2.8, 0.2, 2.0], [1.8, -1.5, 0.0], [-3.5, -0.1, -2.2], [0.1, -0.8, 1.0], [-2.6, 1.3, -0.4], [-0.6, -0.4, 0.2], [0.9, 0.3, 0.0], [-2.2, -0.7, 0.4], [0.4, 0.8, -2.2], [0.0, 0.0, 0.3], [0.2, 1.8, 0.8], [0.4, -1.0, 1.5], [2.6, 0.5, 1.0], [0.6, -0.1, -0.2], [0.4, -0.1, 0.2], [-0.7, -0.5, 0.1], [-0.5, 0.7, -1.2], [3.3, 0.1, -0.1], [1.3, 1.1, -1.5], [-1.9, 5.6, 3.3], [0.7, -6.9, -1.9]], "spin_multiplicity": 1, "lumo_ha": 0.0253}


Record 3
{"formula": "C5H15NO2", "method": "ωB97M-V/def2-TZVPD", "symbols": ["C", "C", "C", "C", "C", "N", "H", "H", "H", "H", "H", "H", "H", "H", "H", "H", "H", "H", "H", "O", "H", "H", "O"], "coordinates": [[-0.60733, 1.19577, 1.18678], [-1.66188, 0.83801, 0.14293], [-1.02701, 0.22557, -1.08312], [-1.30158, -1.02039, -1.44531], [-0.04004, 1.03518, -1.84353], [-0.05952, 0.01793, 1.90205], [0.23652, 1.56720, 0.60921], [-0.78727, 1.95422, 1.94536], [-2.51594, 0.27043, 0.50470], [-2.13071, 1.78759, -0.16144], [-0.87767, -1.55768, -2.28394], [-2.06948, -1.60115, -0.94612], [0.83502, 1.46244, -1.35016], [-0.53082, 1.94087, -2.23222], [0.35089, 0.61276, -2.74214], [-0.54653, -0.18939, 2.76143], [-0.11786, -0.78384, 1.28361], [2.13496, -0.01431, 1.23652], [3.44935, -0.08397, 0.37216], [2.93801, -0.52929, 1.05643], [1.10273, -2.54846, -0.36002], [1.94516, -1.96293, 0.86398], [1.28099, -2.61656, 0.58283]], "atomic_forces_ev_per_a": [[1.1, -1.2, 0.4], [-0.6, 1.5, -0.3], [0.4, -0.8, 0.4], [-0.6, -0.6, 0.0], [0.0, 1.8, -0.6], [0.2, 0.4, -0.5], [0.0, 0.4, 0.0], [-0.7, 0.1, -0.3], [0.3, -0.5, 0.3], [0.2, 0.0, -0.1], [0.3, 0.4, -0.2], [0.0, 0.1, 0.3], [-0.1, -0.4, 0.6], [-0.2, 0.0, 0.2], [0.1, -1.0, -0.5], [-0.1, 0.0, -0.1], [0.1, -0.3, 0.2], [0.0, 0.1, 0.1], [-0.2, 0.0, 0.1], [0.2, 0.2, 0.1], [0.3, 0.3, 0.2], [0.0, -0.1, -0.7], [-0.5, -0.5, 0.4]], "spin_multiplicity": 1, "lumo_ha": 0.0244}


Record 4
{"formula": "C5H15NO2", "method": "ωB97M-V/def2-TZVPD", "symbols": ["C", "N", "C", "C", "C", "O", "C", "H", "H", "H", "H", "H", "H", "H", "H", "H", "H", "H", "H", "H", "H", "H", "O"], "coordinates": [[-2.21798, -0.15353, -1.14159], [-1.34333, -0.01994, 0.01922], [-0.26640, -1.01566, 0.16512], [0.81584, -0.40047, 1.13506], [0.23170, -0.12431, 2.52153], [1.12864, 0.84724, 0.51133], [0.47304, -1.56194, -1.10142], [-2.88525, 0.68497, -1.07859], [-2.81997, -1.07970, -1.05059], [-1.68985, -0.33386, -2.08533], [-0.98227, 0.91950, 0.10763], [-0.82928, -1.84488, 0.60421], [1.71341, -1.02116, 1.05153], [-0.73074, -0.54016, 2.76348], [-0.00781, 0.93299, 2.67186], [0.96211, -0.30463, 3.32132], [1.50697, 1.52748, 1.06386], [1.52926, -1.42504, -0.99258], [0.20959, -2.61604, -1.18831], [0.07017, -1.01110, -1.93782], [1.62612, 1.35771, -2.01292], [0.59910, 1.66037, -0.92027], [1.00481, 2.04293, -1.73473]], "atomic_forces_ev_per_a": [[0.3, -1.5, 0.8], [0.5, -0.1, -0.3], [0.2, 0.3, 0.4], [-1.9, 0.2, -0.3], [0.9, 0.7, 0.9], [0.2, -0.3, -0.5], [-1.7, 0.4, 0.8], [-0.3, 0.4, -0.7], [0.0, 0.4, 0.3], [-0.2, 0.9, -0.1], [0.0, -0.1, -0.3], [0.7, -0.3, 0.5], [-0.2, -0.1, 0.7], [-0.1, -1.0, -0.2], [0.3, 0.2, -0.5], [-0.2, -0.4, -0.1], [0.2, -0.2, 0.6], [0.6, 0.0, -0.3], [0.3, 0.0, -0.3], [0.4, -0.1, -0.6], [-0.2, 0.2, 0.1], [0.7, 0.3, -1.0], [-0.5, -0.1, 0.0]], "spin_multiplicity": 1, "lumo_ha": 0.0268}


Record 5
{"formula": "C5H15NO2", "method": "ωB97M-V/def2-TZVPD", "symbols": ["C", "N", "C", "C", "C", "C", "H", "H", "H", "H", "H", "H", "H", "H", "H", "H", "H", "H", "H", "O", "H", "H", "O"], "coordinates": [[-0.73059, -1.48180, 1.53396], [-1.45907, 0.90993, -0.01746], [-0.18207, 0.26195, -0.14791], [0.23707, -0.75184, 0.61715], [1.63337, -1.30901, 0.43501], [0.60711, 1.06909, -1.17733], [-0.35161, -2.47925, 1.65778], [-1.70563, -1.61724, 1.05879], [-0.93690, -0.91588, 2.44077], [-2.25844, 0.36509, 0.27827], [-1.59247, 1.26400, -0.95326], [1.92955, -1.24141, -0.58922], [1.73018, -2.35868, 0.70410], [2.30364, -0.79947, 1.12375], [0.78657, 1.99235, -0.62571], [1.61957, 0.67925, -1.28653], [0.15310, 1.10463, -2.16158], [0.81580, 1.50818, 1.91841], [1.86769, 2.57733, 2.16759], [1.77136, 1.64464, 1.94406], [-2.30930, -0.28075, -3.72085], [-1.75042, -0.37033, -2.28457], [-2.17850, 0.22923, -2.91520]], "atomic_forces_ev_per_a": [[0.0, 0.8, -0.9], [0.8, -0.3, -0.5], [-0.6, 0.3, -0.1], [-0.3, -0.5, -0.8], [-0.5, -0.1, 1.0], [1.3, -1.0, 1.7], [0.1, -0.4, 0.8], [-0.1, 0.1, -0.2], [0.2, -0.4, 0.4], [0.2, -0.2, 0.0], [-1.0, 0.5, 0.2], [0.5, 0.3, -0.5], [-0.4, -0.2, 0.0], [0.4, 0.3, -0.3], [-0.3, 0.6, -0.8], [-0.1, -0.2, -0.1], [-0.3, 0.5, 0.1], [0.1, -0.2, -0.1], [0.1, -0.1, 0.0], [-0.1, 0.3, 0.1], [0.0, 0.0, 0.1], [-0.2, 0.1, -0.3], [0.1, -0.2, 0.2]], "spin_multiplicity": 1, "lumo_ha": 0.0235}


Record 6
{"formula": "C5H15NO2", "method": "ωB97M-V/def2-TZVPD", "symbols": ["C", "N", "C", "C", "C", "C", "H", "H", "H", "H", "H", "H", "H", "H", "H", "H", "H", "H", "H", "O", "H", "H", "O"], "coordinates": [[0.43082, 0.77039, 0.65510], [-0.44748, 0.34155, -0.45315], [-1.87166, 0.65688, -0.31185], [-0.14384, -1.05545, -0.64050], [1.37329, -1.18457, -0.41630], [1.78368, 0.20726, 0.16696], [0.38828, 1.86521, 0.67516], [-0.00633, 0.43717, 1.59933], [-2.35823, -0.08499, 0.34007], [-1.93336, 1.67547, 0.04095], [-2.31850, 0.49630, -1.29474], [-0.62361, -1.66402, 0.13680], [-0.48255, -1.46493, -1.59724], [1.49401, -1.91916, 0.38098], [2.07534, -1.36772, -1.22391], [2.01066, 0.89332, -0.64756], [2.58756, 0.27948, 0.89126], [0.42945, 1.07918, -2.06300], [0.57564, 1.86608, -3.40215], [0.99665, 1.19951, -2.85731], [-1.21352, -1.56530, 3.87060], [-1.47524, -0.26099, 3.14582], [-1.27104, -1.20069, 3.00469]], "atomic_forces_ev_per_a": [[-0.7, 0.6, -0.8], [0.1, 0.6, -0.2], [1.0, -1.3, -0.4], [0.3, -0.8, -0.3], [0.8, 0.9, 1.4], [-1.5, 0.6, 0.1], [0.3, 0.0, 0.1], [0.5, -0.5, 0.3], [-0.1, 0.4, 0.4], [-0.5, 0.2, 0.0], [-0.2, 0.5, 0.0], [-0.2, 0.0, 0.1], [0.0, 0.4, -0.1], [0.4, -0.2, -0.3], [-0.6, -0.5, -0.4], [0.4, -0.2, -0.1], [0.0, -0.5, 0.1], [0.0, 0.0, -0.2], [-0.1, 0.1, 0.0], [0.0, -0.1, 0.2], [0.1, -0.5, 1.1], [0.1, -0.5, -0.1], [-0.2, 0.9, -1.0]], "spin_multiplicity": 1, "lumo_ha": 0.0220}


Record 7
{"formula": "C5H15NO2", "method": "ωB97M-V/def2-TZVPD", "symbols": ["C", "C", "C", "C", "C", "N", "H", "H", "H", "H", "H", "H", "H", "H", "H", "H", "H", "H", "H", "O", "H", "H", "O"], "coordinates": [[-0.18696, 2.57744, -0.96175], [-0.15742, 1.17349, 1.22194], [0.07055, 0.00018, 0.55164], [-0.73398, -1.11129, 0.47560], [-0.31179, -2.47275, 0.14815], [0.47202, 2.59200, -2.22681], [0.11129, 3.33252, -0.22353], [-1.27271, 2.58037, -0.95786], [-1.19213, 1.39430, 1.49176], [0.48937, 1.87502, 1.68849], [1.01324, -0.15113, 0.02740], [-1.76148, -1.04608, 0.84023], [-1.18408, -2.91360, -0.34086], [-0.11558, -3.08144, 1.03938], [0.51875, -2.54961, -0.54260], [0.25380, 1.55575, -0.96103], [1.49210, 2.63338, -2.20930], [1.26783, -1.72086, 2.05717], [1.03951, -1.77536, 3.53392], [1.38753, -2.30901, 2.80688], [0.05079, 0.29324, -2.87096], [-0.84809, -0.32052, -1.88174], [-0.40255, -0.55603, -2.70611]], "atomic_forces_ev_per_a": [[1.0, 0.6, -0.7], [-2.4, -1.0, 0.2], [1.9, -0.5, -0.7], [-1.0, -0.1, 1.4], [-0.6, 0.1, -1.1], [-0.8, 0.4, -1.5], [0.6, -0.4, 0.2], [-0.1, -0.3, -0.7], [0.0, -0.2, 0.1], [1.2, 0.3, -0.4], [0.4, 0.1, 0.6], [0.1, 0.2, 0.1], [0.0, -0.4, 0.0], [-0.1, 0.2, 0.2], [0.4, 0.2, 0.1], [-0.5, 0.1, 1.7], [-0.1, 0.5, 0.6], [0.3, 0.0, -0.1], [0.2, -0.3, 0.2], [-0.4, 0.4, 0.1], [-0.1, -0.3, -0.6], [-0.4, -0.3, -0.3], [0.4, 0.8, 0.7]], "charge": 1, "spin_multiplicity": 2, "lumo_ha": [-0.2663, -0.2673]}


Record 8
{"formula": "C5H15NO2", "method": "ωB97M-V/def2-TZVPD", "symbols": ["C", "C", "C", "C", "C", "N", "H", "H", "H", "H", "H", "H", "H", "H", "H", "H", "H", "H", "H", "O", "H", "H", "O"], "coordinates": [[-1.42201, 0.69026, -2.07970], [-1.73594, -0.15505, -0.85919], [-1.01032, -1.49233, -0.79194], [0.49985, -1.36841, -0.76364], [1.69006, -0.92173, 1.34190], [0.94925, -0.59428, 0.41342], [-1.95717, 1.63710, -2.07664], [-0.36269, 0.96669, -2.12776], [-1.64250, 0.19141, -3.02740], [-1.51377, 0.43248, 0.04689], [-2.80827, -0.34477, -0.79203], [-1.32847, -2.04543, 0.08356], [-1.27325, -2.11199, -1.64706], [0.85131, -0.83983, -1.65054], [0.99093, -2.34400, -0.72412], [1.87191, -0.21199, 2.17752], [2.15048, -1.91297, 1.39256], [0.67272, 1.25077, 0.46529], [1.07297, 2.75858, 0.35341], [0.44924, 2.14625, 0.76384], [1.13344, 1.66402, 2.41728], [1.14649, 1.43394, 3.95301], [1.57574, 1.17129, 3.13135]], "atomic_forces_ev_per_a": [[0.4, 0.1, -0.4], [-0.2, 0.3, 0.3], [0.0, 0.0, 0.1], [-0.9, 1.0, -0.9], [-0.2, 0.7, 0.2], [0.9, -2.5, -0.3], [-0.2, -0.1, 0.1], [0.0, 0.0, 0.1], [-0.1, -0.1, 0.2], [0.1, -0.1, -0.1], [0.0, -0.1, -0.1], [-0.1, -0.1, 0.3], [0.1, 0.0, -0.2], [0.1, 0.0, 0.1], [0.2, 0.0, 0.4], [0.0, 0.2, 0.4], [0.0, -0.2, -0.1], [-0.1, 0.6, -0.3], [0.0, -0.1, -0.1], [0.0, -0.1, 0.3], [-0.1, 0.4, 0.2], [0.1, -0.1, 0.1], [0.0, 0.1, 0.0]], "charge": 1, "spin_multiplicity": 2, "lumo_ha": [-0.1654, -0.3181]}


Energy relative to the best compared isomer or geometry (same formula, charge and spin)
In order: 227.5, 265.3, 114.8, 166.0, 114.2, 100.6, 544.1, 192.3
Unit: kJ/mol
E
In order: -8955.529, -11011.197, -11012.757, -11012.226, -11012.762, -11012.903, -11000.250, -11003.896
Unit: eV